Run a
This record from the Open Molecules 2025 dataset describes a single C7H13NS molecule. The level of theory is ωB97M-V/def2-TZVPD.

Output
* HOMO energy: -8.08 eV
* SMILES: C=C1[C@H](C)[C@@H](CC)N1S
* orbital gap: 8.74 eV
* lowest unoccupied orbital energy: 0.657 eV
* net charge: 0

Geometry as XYZ:
```
22
C7H13NS (ωB97M-V/def2-TZVPD)
C 1.7400 -1.9062 1.2098
C 1.0579 -1.0800 0.4449
C -0.3870 -0.9645 0.1185
C -0.8052 -1.9396 -1.0323
C -0.0840 0.4389 -0.3753
C -0.5213 1.5193 0.6308
C -1.6970 2.3680 0.3111
N 1.3850 0.0397 -0.2981
S 2.7061 1.1917 -0.5505
H 2.7996 -1.6810 1.3515
H 1.1760 -2.6747 1.6445
H -1.1378 -1.0588 0.9484
H -0.0007 -1.7738 -1.7507
H -1.7909 -1.7666 -1.4783
H -0.8501 -2.9737 -0.7207
H -0.5110 0.6446 -1.4417
H -0.5817 0.9844 1.5690
H 0.3244 2.0945 0.7647
H -1.2592 3.1816 -0.4524
H -2.1847 2.8366 1.1754
H -2.6043 1.8023 -0.2415
H 3.2258 0.7174 -1.8272
```


Run b
This record from the Open Molecules 2025 dataset describes 3 unconnected molecules or ions with the total composition C7H13NS. The level of theory is ωB97M-V/def2-TZVPD.

Output
* HOMO energy: -8.10 eV
* orbital gap: 8.11 eV
* lowest unoccupied orbital energy: 0.006 eV
* net charge: 0

Geometry as XYZ:
```
22
C7H13NS (ωB97M-V/def2-TZVPD)
C 0.3162 -1.9125 -0.6196
C 0.6541 -1.4454 0.5829
C -0.0836 -0.4315 1.2278
C 1.9381 0.8207 0.3479
C 1.2082 2.0250 -0.0333
C 3.3147 0.7192 -0.1377
C -3.8107 -0.9179 0.2548
N -0.8033 0.3110 1.7330
S -3.2649 0.7086 -0.3579
H 0.8686 -2.7097 -1.0903
H -0.4988 -1.4925 -1.1843
H 1.4637 -1.8701 1.1555
H 0.4931 1.6624 -0.7819
H 1.7946 2.8393 -0.4720
H 0.5869 2.3756 0.7918
H 3.8924 0.9930 0.7548
H 3.6012 1.4007 -0.9460
H 3.5951 -0.3063 -0.3745
H -4.4468 -1.3498 -0.5111
H -4.3709 -0.7885 1.1762
H -2.9406 -1.5456 0.4222
H -2.3848 0.9191 0.6238
```


Run c
This record from the Open Molecules 2025 dataset describes a single C7H13NS molecule. The level of theory is ωB97M-V/def2-TZVPD.

Output
* HOMO energy: -8.07 eV
* SMILES: C=C1[C@H](C)[C@@H](CC)N1S
* orbital gap: 8.79 eV
* lowest unoccupied orbital energy: 0.719 eV
* net charge: 0

Geometry as XYZ:
```
22
C7H13NS (ωB97M-V/def2-TZVPD)
C -1.9098 -1.8882 -0.4716
C -0.9044 -1.0539 -0.6070
C -0.8032 0.4546 -0.4456
C -1.1762 1.3476 -1.5602
C 0.6876 0.2313 -0.1729
C 1.1246 0.0652 1.2983
C 1.2296 1.2302 2.3256
N 0.4752 -1.1114 -0.7819
S 1.3953 -2.4509 -1.1345
H -1.8272 -2.9829 -0.4550
H -2.8692 -1.3480 -0.4413
H -1.3662 0.6679 0.3858
H -2.2021 1.0136 -1.8063
H -0.4621 1.0897 -2.4268
H -0.9520 2.3777 -1.2759
H 1.4408 0.7703 -0.6843
H 0.4625 -0.7022 1.6538
H 2.0632 -0.4335 1.2453
H 1.9293 2.1420 1.9150
H 1.5281 0.8460 3.3442
H 0.1681 1.7424 2.5482
H 1.9681 -2.0075 -2.4529
```


The calculated energies rank the structures as follows, beginning with the most stable: run a, run c, run b.


Run a
This record from the Open Molecules 2025 dataset describes a gas-phase ion, C3H6N (charge +1). The level of theory is ωB97M-V/def2-TZVPD.

Output
* HOMO energy: -15.45 eV
* SMILES: C=C[NH+]=C
* orbital gap: 9.08 eV
* lowest unoccupied orbital energy: -6.368 eV
* net charge: +1

Geometry as XYZ:
```
10
C3H6N (ωB97M-V/def2-TZVPD)
C 1.6220 -0.4155 0.6551
C 0.3836 0.0546 0.6614
N -0.3298 0.2326 -0.5665
C -1.6257 0.1737 -0.6205
H 2.0014 -0.9432 -0.2127
H 2.2805 -0.2827 1.4972
H -0.0430 0.5757 1.5051
H 0.1572 -0.1801 -1.3661
H -2.0915 0.5510 -1.5257
H -2.1749 0.0781 0.3099
```


Run b
This record from the Open Molecules 2025 dataset describes 2 unconnected molecules or ions with the total composition C3H6N. The level of theory is ωB97M-V/def2-TZVPD.

Output
* HOMO energy (spin up / spin down): -13.60 / -13.59 eV
* orbital gap (spin up / spin down): 7.43 / 7.44 eV
* lowest unoccupied orbital energy (spin up / spin down): -6.167 / -6.154 eV
* net charge: +1

Geometry as XYZ:
```
10
C3H6N (ωB97M-V/def2-TZVPD)
C -2.2383 0.2046 1.1102
C -0.1036 0.5375 1.1553
C -0.0851 -0.0354 -0.2449
N 1.2836 -0.3663 -0.6565
H -2.4181 1.0333 1.8482
H -0.3380 0.9878 -0.6347
H -0.8620 -0.8037 -0.3947
H 1.4558 -1.3587 -0.2899
H 1.8749 0.2427 -0.1832
H 1.4309 -0.4419 -1.7099
```


The calculated energies rank the structures as follows, beginning with the most stable: run a, run b.